ORCA calculation (ωB97M-V with the def2-TZVPD basis set) on C2H4BrNO as an isolated structure.

Structure (XYZ):
```
9
Properties=species:S:1:pos:R:3:nbo_charge:R:1
C 1.2851 0.5662 0.1592 0.177
C -0.0327 -0.7932 -0.2320 -0.020
N 0.9653 1.5961 0.7078 -0.667
O -0.9981 -1.0371 0.7083 -0.710
Br 2.8884 0.0359 -0.6793 -0.018
H 0.6712 -1.5605 -0.2572 0.187
H -0.3809 -0.2768 -1.2382 0.183
H 1.5733 2.4380 0.6918 0.368
H -1.7871 -0.4591 0.8215 0.501
```

The LUMO energy is 0.75 eV. The molecular weight is 138.0 u. As for the HOMO energy: -0.3287 Eh. Its largest force on an atom is 0.1029 hartree/bohr. The value obtained for the frontier orbital gap is 9.70 eV. The value obtained for the energy above the lowest of the compared OMol25 structures with the same formula, charge and spin is 63.0 kcal/mol.